20
Properties=species:S:1:pos:R:3 method="wB97M-V/def2-TZVPD" e_homo_ev=-8.94 gap_ha=0.33073 max_force_ev_per_a=3.27 smiles="CC1=C[SiH2]C([Si](Cl)(Cl)Cl)=C1C" de_lowest_ev=0.0000
C 2.36 -0.99 0.04
C 0.98 -0.84 0.44
C 0.45 -1.37 1.53
Si -1.34 -0.74 1.77
C -1.08 0.26 0.21
Si -2.26 1.38 -0.62
Cl -2.48 1.04 -2.68
Cl -4.08 0.96 0.16
Cl -1.83 3.35 -0.24
C 0.17 0.15 -0.27
C 0.76 0.79 -1.50
H 3.10 -0.71 0.74
H 2.52 -0.52 -0.93
H 2.52 -2.11 0.00
H 0.97 -1.83 2.34
H -2.46 -1.50 1.29
H -1.05 0.10 3.03
H 1.78 1.01 -1.17
H 0.18 1.64 -1.89
H 0.78 -0.08 -2.26


14
Properties=species:S:1:pos:R:3 method="wB97M-V/def2-TZVPD" e_homo_ev="-14.36 / -13.42" total_charge=+1 gap_ha="0.34878 / 0.27449" max_force_ev_per_a=4.51 de_lowest_ev=5.1331
C 0.01 0.35 0.06
C -1.88 -1.27 0.06
C 2.76 0.65 -0.24
N -0.47 -0.82 0.00
N -0.65 1.48 0.10
F 3.19 -0.54 0.23
H -2.13 -2.29 0.50
H -2.37 -0.38 0.41
H -2.08 -1.32 -1.00
H 2.69 1.58 0.37
H 2.63 0.53 -1.32
H 0.20 -1.50 0.13
H -0.26 2.36 0.35
H -1.62 1.15 0.35


13
Properties=species:S:1:pos:R:3 method="wB97M-V/def2-TZVPD" e_homo_ev=-13.79 total_charge=+1 gap_ha=0.29753 max_force_ev_per_a=5.23 de_lowest_ev=2.0555
C 1.17 0.33 0.17
C 0.23 -0.75 0.83
C -1.56 -1.00 -0.73
N 0.27 1.24 -0.45
O -0.42 -1.29 -0.23
I -2.99 0.26 0.10
H 1.72 0.79 1.00
H 1.97 -0.23 -0.43
H 0.89 -1.40 1.33
H -0.33 0.01 1.47
H -1.67 -1.54 -1.66
H 0.27 2.15 0.02
H 0.45 1.41 -1.43


8
Properties=species:S:1:pos:R:3 method="wB97M-V/def2-TZVPD" e_homo_ev=-10.61 gap_ha=0.40244 max_force_ev_per_a=3.20 smiles=F[C@@H]1COO1 de_lowest_ev=4.3486
F -0.76 -1.34 1.47
C -0.92 -0.21 0.67
C 0.42 0.35 0.19
O 0.17 1.52 1.04
O -1.22 0.92 1.44
H -1.67 -0.56 -0.09
H 1.11 -0.30 0.76
H 0.54 0.73 -0.95


19
Properties=species:S:1:pos:R:3 method="wB97M-V/def2-TZVPD" e_homo_ev=-8.41 gap_ha=0.34319 max_force_ev_per_a=1.80 smiles=CNC.NCN de_lowest_ev=0.9872
C -1.60 1.88 0.50
N -0.58 1.04 1.10
C -0.10 1.34 2.43
H -1.95 1.29 -0.35
H -1.11 2.80 0.17
H -2.39 2.22 1.18
H -0.67 0.05 0.92
H -0.31 2.41 2.57
H -0.71 0.92 3.24
H 0.97 1.19 2.53
N 0.28 -2.61 -1.84
C 1.30 -1.60 -2.05
N 1.51 -0.65 -0.93
H 0.52 -3.28 -1.14
H -0.64 -2.54 -2.23
H 1.10 -1.02 -2.93
H 2.22 -2.15 -2.17
H 1.50 -1.20 -0.08
H 0.67 -0.08 -0.91


94
Properties=species:S:1:pos:R:3 method="wB97M-V/def2-TZVPD" e_homo_ev=-9.67 total_charge=+1 gap_ha=0.23549 max_force_ev_per_a=2.41
C -4.51 0.71 -1.82
C -3.67 0.87 -0.49
B -2.93 -0.45 -0.14
O -3.72 -1.58 -0.19
N -1.45 -0.69 0.30
P -1.65 -2.18 1.39
O -2.60 -1.96 2.47
C -0.78 -1.16 -0.98
C 0.17 -2.38 -0.95
C -0.46 -3.66 -1.60
C 0.01 -4.95 -0.88
I -1.70 -6.19 -0.45
C -0.25 0.02 -1.86
C -1.18 0.31 -3.06
C -0.50 -0.20 -4.37
C -1.44 -0.17 -5.58
O 0.66 0.57 -4.70
C -0.02 1.30 -0.98
I 0.74 2.96 -2.10
C 0.52 0.98 0.46
C 1.11 2.23 1.18
C 2.25 1.98 2.18
C 3.55 2.21 1.79
C 4.62 1.97 2.60
C 4.44 1.47 3.88
C 3.15 1.26 4.28
C 2.08 1.51 3.46
C 1.73 0.00 0.42
C 1.95 -0.96 1.39
C 3.08 -1.76 1.26
C 3.88 -1.52 0.16
N 3.71 -0.59 -0.77
C 2.62 0.17 -0.61
C -0.74 0.34 1.13
C -1.62 1.32 1.93
F -1.89 2.47 1.31
F -2.77 0.79 2.38
F -0.96 1.62 3.07
H -4.33 -0.24 -2.33
H -5.57 0.82 -1.62
H -4.21 1.49 -2.52
H -3.12 1.81 -0.57
H -4.43 1.03 0.30
H -3.69 -2.01 -1.06
H -1.99 -3.29 0.60
H -0.36 -2.41 1.91
H -1.58 -1.55 -1.63
H 1.02 -2.14 -1.60
H 0.62 -2.70 -0.01
H -0.07 -3.76 -2.62
H -1.55 -3.61 -1.64
H 0.46 -4.75 0.09
H 0.75 -5.49 -1.46
H 0.73 -0.20 -2.28
H -1.39 1.37 -3.21
H -2.14 -0.22 -3.02
H -0.15 -1.22 -4.14
H -1.08 -0.90 -6.30
H -1.38 0.84 -6.01
H -2.45 -0.43 -5.26
H 1.42 0.09 -4.36
H -1.04 1.66 -0.80
H 1.61 2.90 0.48
H 0.41 2.90 1.69
H 3.71 2.59 0.78
H 5.61 2.20 2.20
H 5.31 1.26 4.49
H 2.99 0.86 5.28
H 1.09 1.28 3.86
H 1.30 -1.07 2.25
H 3.30 -2.51 2.00
H 4.75 -2.16 0.04
H 2.52 0.93 -1.38
H -0.32 -0.20 1.99
N 6.22 2.82 7.15
C 6.30 3.71 6.11
C 7.55 4.28 6.15
C 8.25 3.70 7.24
C 7.40 2.80 7.83
H 5.42 2.26 7.36
H 5.47 3.87 5.45
H 7.92 5.03 5.47
H 9.25 3.92 7.55
H 7.54 2.15 8.68
N -6.24 -1.67 -4.75
C -7.16 -1.67 -3.73
C -8.38 -1.35 -4.27
C -8.18 -1.14 -5.66
C -6.86 -1.35 -5.93
H -5.26 -1.87 -4.64
H -6.88 -1.90 -2.72
H -9.30 -1.26 -3.73
H -8.93 -0.87 -6.39
H -6.30 -1.30 -6.85